{
  "formula": "C8H16Br8",
  "method": "ωB97M-V/def2-TZVPD",
  "e_above_lowest_kcal_mol": 8.6,
  "e_homo_ev": -10.1,
  "smiles": "BrCCBr.BrCCBr.BrCCBr.BrCCBr",
  "total_energy_ha": -20906.5358,
  "gap_ha": 0.380,
  "species": ["Br", "C", "C", "Br", "H", "H", "H", "H", "Br", "C", "C", "Br", "H", "H", "H", "H", "Br", "C", "C", "Br", "H", "H", "H", "H", "Br", "C", "C", "Br", "H", "H", "H", "H"],
  "coordinates": [[-3.71667, -2.38370, -4.28763], [-1.97567, -2.68886, -3.36909], [-2.12628, -3.91527, -2.50263], [-0.46803, -4.24319, -1.49964], [-1.78072, -1.78921, -2.80681], [-1.26018, -2.83958, -4.16921], [-2.35516, -4.81841, -3.05269], [-2.84411, -3.72835, -1.71021], [-1.91957, -3.69079, 1.82002], [-1.34624, -1.90843, 1.24461], [-1.83408, -0.83659, 2.20058], [-0.78978, 0.77065, 1.87444], [-1.75668, -1.70956, 0.25644], [-0.26704, -1.97304, 1.17881], [-1.62290, -1.12921, 3.22616], [-2.87131, -0.53259, 2.13568], [1.42896, 3.92488, -0.17125], [2.24097, 4.24700, 1.59123], [1.28591, 5.06381, 2.40296], [2.24159, 5.69097, 4.05848], [3.20246, 4.71011, 1.40928], [2.38973, 3.33160, 2.16819], [0.40302, 4.51055, 2.69577], [1.08048, 6.04197, 1.98147], [0.69765, -0.45967, -2.76679], [1.11677, 0.15327, -0.95387], [2.57796, -0.06241, -0.76932], [2.97371, -0.01215, 1.20794], [0.49296, -0.49012, -0.34155], [0.76701, 1.17405, -0.84360], [3.19261, 0.68646, -1.25123], [2.84262, -1.09417, -0.95655]],
  "forces_ev_per_angstrom": [[0.5, -0.1, 0.3], [-0.7, -0.5, -0.4], [0.2, 0.5, 0.6], [0.1, 0.0, -0.4], [0.1, 0.1, 0.0], [0.1, 0.1, 0.1], [0.0, 0.0, 0.0], [-0.2, -0.2, -0.1], [-0.2, 0.4, 0.0], [-0.6, 0.1, -0.2], [0.6, -0.3, 0.6], [-0.1, 0.3, 0.1], [0.1, -0.3, -0.1], [0.1, 0.1, 0.2], [0.0, 0.1, 0.0], [-0.1, -0.3, -0.3], [0.2, -0.2, 0.4], [-0.1, -0.4, 0.4], [0.7, 1.3, 0.5], [-0.4, -0.6, -0.4], [-0.1, 0.2, 0.0], [0.1, -0.3, -0.7], [-0.1, 0.1, 0.1], [-0.4, -0.3, -0.3], [0.0, 0.3, -0.2], [-0.6, -0.4, -0.3], [0.0, -0.3, 1.5], [-0.1, 0.3, -0.6], [0.3, 0.1, 0.1], [0.2, 0.0, -0.1], [0.2, -0.1, 0.0], [0.2, 0.1, -0.5]],
  "nbo_charge": [-0.0406, -0.4159, -0.4359, -0.0265, 0.2331, 0.2266, 0.2324, 0.2256, -0.0027, -0.4505, -0.4415, -0.0162, 0.2192, 0.2319, 0.2290, 0.2326, -0.0222, -0.4450, -0.4014, -0.0517, 0.2338, 0.2343, 0.2299, 0.2270, -0.0327, -0.4410, -0.4023, -0.0651, 0.2256, 0.2425, 0.2350, 0.2326]
}

***

{
  "formula": "H2N5O2",
  "method": "ωB97M-V/def2-TZVPD",
  "e_above_lowest_kcal_mol": 27.1,
  "e_homo_ev": [-2.0, -2.0],
  "total_energy_ha": -425.2997,
  "charge": -1,
  "gap_ha": [0.217, 0.217],
  "species": ["N", "N", "N", "N", "N", "O", "O", "H", "H"],
  "coordinates": [[2.58461, 0.77586, 1.01005], [-0.10340, 0.48034, -1.00130], [-1.06823, -0.09657, -0.29177], [2.42048, -0.11441, 0.34950], [-2.21075, 0.33552, 0.21372], [2.49793, -1.10156, -0.34005], [-2.86125, -0.66596, 0.83725], [-0.43130, 1.42886, -0.93178], [-0.82810, -1.04207, 0.15439]],
  "forces_ev_per_angstrom": [[-0.8, -0.6, -0.5], [0.0, 0.5, 0.2], [-1.8, -2.3, 3.0], [1.4, -0.7, -0.6], [1.1, -2.2, -0.7], [-0.6, 1.3, 1.0], [1.1, 1.7, -0.6], [0.3, 1.1, -0.7], [-0.7, 1.2, -1.2]],
  "nbo_charge": [-0.0869, -0.7850, -0.1325, 0.4378, 0.0150, -0.3647, -0.7041, 0.2874, 0.3329]
}

***

{
  "formula": "CH7NS2",
  "method": "ωB97M-V/def2-TZVPD",
  "e_above_lowest_kcal_mol": 24.0,
  "e_homo_ev": -8.7,
  "smiles": "CN.SS",
  "total_energy_ha": -893.3824,
  "gap_ha": 0.321,
  "species": ["C", "N", "H", "H", "H", "H", "H", "S", "S", "H", "H"],
  "coordinates": [[-0.45439, 1.54715, -0.13676], [0.77964, 0.86225, -0.64119], [-0.66522, 2.44260, -0.71483], [-1.41618, 1.01043, -0.26749], [-0.31172, 1.75633, 0.93601], [0.55301, 0.86015, -1.61896], [1.55757, 1.50133, -0.56822], [0.16109, -3.39741, -0.06738], [0.27569, -1.88550, 1.55422], [-0.79899, -4.05369, 0.56282], [0.31949, -0.64364, 0.96178]],
  "forces_ev_per_angstrom": [[0.1, 0.2, 0.5], [-1.7, 0.2, 0.0], [0.2, 0.6, 0.3], [1.0, -0.6, 0.2], [-0.3, 0.2, -0.5], [0.6, -0.7, -0.8], [0.1, 0.2, 0.2], [0.5, 1.8, 0.9], [0.1, -0.7, -0.6], [-0.4, -0.1, 0.2], [-0.1, -1.0, -0.5]],
  "nbo_charge": [-0.4373, -0.8265, 0.1776, 0.2021, 0.1938, 0.3509, 0.3552, -0.1274, -0.1908, 0.1286, 0.1738]
}

***

{
  "formula": "C5H7N",
  "method": "ωB97M-V/def2-TZVPD",
  "e_above_lowest_kcal_mol": 30.1,
  "e_homo_ev": -10.1,
  "smiles": "C=CCCC#N",
  "total_energy_ha": -249.4253,
  "gap_ha": 0.401,
  "species": ["C", "C", "C", "C", "C", "N", "H", "H", "H", "H", "H", "H", "H"],
  "coordinates": [[-2.29725, -1.53329, -0.77711], [-1.26406, -1.33728, 0.09665], [-0.44557, -0.06414, 0.20196], [1.06231, -0.19107, 0.02312], [1.57616, 1.28785, 0.17264], [1.86454, 2.39310, 0.35580], [-2.76150, -2.49155, -0.80903], [-2.60386, -0.76120, -1.46586], [-0.94893, -2.10375, 0.82150], [-0.54607, 0.35066, 1.22471], [-0.94504, 0.63344, -0.52392], [1.53570, -0.76317, 0.86390], [1.42826, -0.58851, -0.90541]],
  "forces_ev_per_angstrom": [[2.4, 0.5, 1.8], [-0.6, -0.2, -0.8], [-1.6, 0.1, -0.2], [1.1, 2.3, 1.2], [-0.2, -1.2, 0.0], [-0.2, -1.1, -0.3], [-0.5, -0.4, 0.0], [0.0, 0.1, -0.1], [-0.4, 0.0, -0.5], [-0.3, -0.1, -0.5], [1.0, -0.2, 0.7], [-0.5, 0.4, -0.7], [-0.1, -0.1, -0.5]],
  "nbo_charge": [-0.3899, -0.1687, -0.4462, -0.4607, 0.2806, -0.3417, 0.2045, 0.1972, 0.1930, 0.2245, 0.2217, 0.2426, 0.2432]
}

***

{
  "formula": "C5H11NO",
  "method": "ωB97M-V/def2-TZVPD",
  "e_above_lowest_kcal_mol": 3.1,
  "e_homo_ev": -9.6,
  "smiles": "CCCNC(C)=O",
  "total_energy_ha": -327.1264,
  "gap_ha": 0.384,
  "species": ["C", "C", "C", "N", "C", "C", "O", "H", "H", "H", "H", "H", "H", "H", "H", "H", "H", "H"],
  "coordinates": [[1.95632, -1.30590, 0.60377], [0.44392, -1.47240, 0.70675], [-0.26672, -0.23104, 1.25129], [-0.27725, 0.87478, 0.29708], [-1.20969, 0.81552, -0.70006], [-1.25409, 1.83757, -1.82075], [-2.03459, -0.08766, -0.71966], [2.43073, -2.20573, 0.19839], [2.21828, -0.46954, -0.05514], [2.39842, -1.11143, 1.58900], [0.01133, -1.69729, -0.27484], [0.20579, -2.32679, 1.35301], [-1.31430, -0.47277, 1.44455], [0.18849, 0.10176, 2.19143], [0.44386, 1.57924, 0.33034], [-1.10090, 1.27871, -2.74925], [-0.55872, 2.68045, -1.79007], [-2.28086, 2.21253, -1.85585]],
  "forces_ev_per_angstrom": [[0.1, 0.0, 0.0], [0.0, 0.0, 0.0], [0.0, -0.1, 0.1], [-0.1, 0.0, -0.2], [-0.2, -0.1, -0.1], [0.0, 0.0, 0.0], [0.1, 0.2, 0.0], [-0.1, 0.1, 0.0], [0.0, -0.1, 0.1], [-0.1, 0.0, -0.1], [0.1, 0.0, 0.1], [0.0, 0.1, 0.0], [0.2, 0.0, 0.1], [0.0, 0.0, -0.2], [-0.2, -0.1, -0.2], [0.0, 0.1, 0.1], [0.0, -0.2, 0.2], [0.2, 0.0, 0.0]],
  "nbo_charge": [-0.6111, -0.4089, -0.2239, -0.6250, 0.6701, -0.7080, -0.6411, 0.2142, 0.1981, 0.1979, 0.2179, 0.2042, 0.2303, 0.1917, 0.3996, 0.2412, 0.2096, 0.2431]
}

***

{
  "formula": "C3H5N3O",
  "method": "ωB97M-V/def2-TZVPD",
  "e_above_lowest_kcal_mol": 31.8,
  "e_homo_ev": -9.9,
  "smiles": "OCc1nc[nH]n1",
  "total_energy_ha": -356.8067,
  "gap_ha": 0.398,
  "species": ["O", "C", "C", "N", "C", "N", "N", "H", "H", "H", "H", "H"],
  "coordinates": [[1.96139, 1.22754, 1.28158], [1.17502, 1.08327, 0.13075], [0.21181, -0.08925, 0.02333], [-0.37106, -0.23449, -1.20310], [-1.30085, -1.12916, -0.99095], [-1.26595, -1.54193, 0.28067], [-0.28711, -0.87547, 0.96289], [2.75332, 0.69284, 1.17478], [1.76699, 1.08917, -0.79470], [0.53757, 1.97122, 0.07167], [-2.02725, -1.45440, -1.72120], [-1.94073, -2.16496, 0.70361]],
  "forces_ev_per_angstrom": [[0.1, -0.3, 0.1], [-0.3, -0.1, -0.3], [0.0, 0.0, 0.0], [-0.1, 0.1, 0.0], [0.0, 0.1, -0.2], [-0.1, 0.0, -0.2], [-0.1, 0.2, -0.2], [0.0, -0.1, 0.1], [0.0, -0.1, 0.2], [0.1, 0.0, 0.1], [0.1, -0.2, 0.1], [0.5, 0.1, 0.3]],
  "nbo_charge": [-0.6939, -0.0948, 0.2682, -0.4955, 0.1831, -0.3624, -0.2784, 0.4692, 0.1865, 0.1981, 0.2056, 0.4144]
}

***

{
  "formula": "ClN2O6Zr2",
  "method": "ωB97M-V/def2-TZVPD",
  "e_above_lowest_kcal_mol": 19.3,
  "e_homo_ev": -28.7,
  "total_energy_ha": -1111.7500,
  "charge": 5,
  "gap_ha": 0.161,
  "species": ["Zr", "Zr", "Cl", "N", "O", "O", "O", "N", "O", "O", "O"],
  "coordinates": [[-0.96644, 2.44151, 0.88852], [-2.14221, -2.70226, 1.31277], [-1.46047, -0.16504, 0.71012], [-0.30203, 2.32750, -2.15484], [-0.31935, 1.83685, -1.09764], [-1.31566, 2.96174, -2.54933], [0.79050, 2.17643, -2.72964], [1.40393, -2.12595, 1.43614], [0.21523, -2.53639, 1.15636], [2.28098, -2.33809, 0.53067], [1.81551, -1.87630, 2.49687]],
  "forces_ev_per_angstrom": [[0.5, -1.1, -2.8], [3.0, 0.2, -0.3], [-0.4, 0.6, 0.5], [0.7, 6.0, -12.3], [-1.4, -3.2, 12.7], [2.7, -1.8, 1.0], [-2.6, 0.5, 0.7], [4.8, -2.7, -1.8], [-3.1, -0.1, 0.1], [-3.1, 0.7, 0.7], [-1.2, 1.0, 1.4]],
  "nbo_charge": [2.6277, 2.5780, -0.6024, 0.6684, -0.4732, -0.0848, 0.0340, 0.6765, -0.5102, 0.0674, 0.0185]
}

***

{
  "formula": "C9H9N3O2",
  "method": "ωB97M-V/def2-TZVPD",
  "e_above_lowest_kcal_mol": 54.6,
  "e_homo_ev": -9.1,
  "smiles": "O=c1cc[nH]c(=O)[nH]1.c1ccncc1",
  "total_energy_ha": -663.0823,
  "gap_ha": 0.350,
  "species": ["O", "C", "C", "C", "N", "C", "O", "N", "H", "H", "H", "H", "C", "C", "C", "N", "C", "C", "H", "H", "H", "H", "H"],
  "coordinates": [[1.37184, 0.86637, -0.52552], [1.50048, 1.18017, 0.63497], [2.44539, 2.13072, 1.21260], [2.49387, 2.39612, 2.54042], [1.56850, 1.83652, 3.39888], [0.63797, 0.87028, 3.01448], [-0.06788, 0.28754, 3.80417], [0.61500, 0.67953, 1.61946], [3.15086, 2.64188, 0.55737], [3.24399, 3.03889, 3.06088], [1.71197, 1.95289, 4.37513], [-0.08185, 0.07686, 1.25875], [-2.11793, -0.58730, -2.53921], [-2.50142, -1.79280, -3.29471], [-1.83035, -3.04774, -2.94829], [-0.90929, -3.06168, -1.96214], [-0.83257, -1.99811, -1.13438], [-1.34958, -0.69053, -1.36235], [-2.50151, 0.36651, -3.08039], [-3.16377, -1.58625, -3.99931], [-1.79159, -3.74732, -3.81440], [-0.31488, -1.97734, -0.09913], [-1.27726, 0.16481, -0.71726]],
  "forces_ev_per_angstrom": [[0.2, 0.0, 0.3], [-0.5, 0.6, 0.9], [1.2, 0.8, 0.2], [-0.2, -0.2, -0.2], [0.3, -0.3, -0.7], [0.2, 0.2, -0.6], [0.2, 0.2, -0.4], [0.7, 0.5, 0.7], [-0.2, -0.4, 0.1], [-0.8, -0.5, -0.9], [-0.2, -0.1, 0.7], [-0.7, -0.8, -0.1], [-1.4, -1.1, -2.1], [5.0, 0.3, 5.8], [0.3, 3.6, -1.7], [-0.9, 0.2, 0.7], [0.1, 1.7, 1.6], [-1.3, -1.8, -2.3], [0.7, -1.4, 1.7], [-2.7, 0.0, -3.4], [-0.1, -0.3, 1.5], [-0.2, -1.2, -2.0], [0.6, 0.0, 0.2]],
  "nbo_charge": [-0.5719, 0.6488, -0.4006, 0.0755, -0.6066, 0.7892, -0.5921, -0.6504, 0.2433, 0.2277, 0.4202, 0.4190, -0.1650, -0.2397, 0.0244, -0.4295, 0.0498, -0.2662, 0.2168, 0.1990, 0.2031, 0.1834, 0.2218]
}

***

What did the sixth record say?
{
  "formula": "C3H5N3O",
  "method": "ωB97M-V/def2-TZVPD",
  "e_above_lowest_kcal_mol": 31.8,
  "e_homo_ev": -9.9,
  "smiles": "OCc1nc[nH]n1",
  "total_energy_ha": -356.8067,
  "gap_ha": 0.398,
  "species": ["O", "C", "C", "N", "C", "N", "N", "H", "H", "H", "H", "H"],
  "coordinates": [[1.96139, 1.22754, 1.28158], [1.17502, 1.08327, 0.13075], [0.21181, -0.08925, 0.02333], [-0.37106, -0.23449, -1.20310], [-1.30085, -1.12916, -0.99095], [-1.26595, -1.54193, 0.28067], [-0.28711, -0.87547, 0.96289], [2.75332, 0.69284, 1.17478], [1.76699, 1.08917, -0.79470], [0.53757, 1.97122, 0.07167], [-2.02725, -1.45440, -1.72120], [-1.94073, -2.16496, 0.70361]],
  "forces_ev_per_angstrom": [[0.1, -0.3, 0.1], [-0.3, -0.1, -0.3], [0.0, 0.0, 0.0], [-0.1, 0.1, 0.0], [0.0, 0.1, -0.2], [-0.1, 0.0, -0.2], [-0.1, 0.2, -0.2], [0.0, -0.1, 0.1], [0.0, -0.1, 0.2], [0.1, 0.0, 0.1], [0.1, -0.2, 0.1], [0.5, 0.1, 0.3]],
  "nbo_charge": [-0.6939, -0.0948, 0.2682, -0.4955, 0.1831, -0.3624, -0.2784, 0.4692, 0.1865, 0.1981, 0.2056, 0.4144]
}